(1)
Here is a molecular structure, C3H4I2 from the OMol25 dataset. Energies are from ωB97M-V with the def2-TZVPD basis set.

The geometry in XYZ format:
```
9
Properties=species:S:1:pos:R:3:lowdin_charge:R:1
C -0.752 0.823 -0.980 0.006
C 0.178 0.572 -0.114 -0.449
C 0.312 -0.741 0.603 -1.223
I -0.037 -0.536 2.757 0.670
I 2.264 -1.570 0.194 0.706
H -0.800 1.746 -1.491 0.056
H -1.506 -0.011 -1.062 0.087
H 0.852 1.304 -0.038 0.045
H -0.510 -1.587 0.131 0.102
```

Results
HOMO level ... -9.3274 eV
Charge ... 0
Orbital gap ... 9.1 eV
LUMO ... -0.26 eV

(2)
Here is a single C3H4IN molecule from the OMol25 dataset. Energies are from ωB97M-V with the def2-TZVPD basis set.

The geometry in XYZ format:
```
9
Properties=species:S:1:pos:R:3:lowdin_charge:R:1
C 0.875 0.952 -1.197 0.017
C 0.542 0.473 -0.007 -0.352
N -0.756 0.286 0.325 -0.032
C -0.929 -0.991 0.945 -0.597
I -2.771 -1.580 1.826 0.745
H 1.841 1.026 -1.507 0.010
H 0.074 1.103 -1.997 0.092
H 1.311 0.429 0.783 0.117
H -0.186 -1.699 0.829 0.001
```

Results
HOMO level ... -8.9641 eV
Charge ... 0
Orbital gap ... 8.7 eV
Structure (SMILES) ... C=C/N=C/I
LUMO ... -0.28 eV

(3)
Here is 2 unconnected molecules or ions with the total composition C3H4IN4 from the OMol25 dataset. Energies are from ωB97M-V with the def2-TZVPD basis set.

The geometry in XYZ format:
```
12
Properties=species:S:1:pos:R:3:lowdin_charge:R:1
C 1.509 0.628 0.171 -0.645
C -2.959 -1.132 -0.327 0.041
C 0.862 -0.585 0.356 -0.511
N 1.718 2.751 -0.026 -0.144
N 0.845 1.831 0.386 -0.024
N 2.733 0.877 -0.312 -0.054
N 2.790 2.148 -0.489 -0.157
I 2.062 -2.325 -0.060 0.588
H -4.027 -1.374 -0.461 -0.029
H -2.855 -0.122 0.056 -0.025
H -2.551 -1.842 0.514 0.023
H -0.127 -0.854 0.191 -0.062
```

Results
HOMO level (spin up / spin down) ... -5.3866 / -3.4978 eV
Charge ... -1
Orbital gap (spin up / spin down) ... 8.3 / 5.3 eV
LUMO (spin up / spin down) ... 2.95 / 1.82 eV

(4)
Here is a single C3H4INO molecule from the OMol25 dataset. Energies are from ωB97M-V with the def2-TZVPD basis set.

The geometry in XYZ format:
```
10
Properties=species:S:1:pos:R:3:lowdin_charge:R:1
I 2.816 -3.190 1.295 0.929
C 1.583 -1.602 0.855 -0.946
N 1.989 -0.567 0.233 0.026
C 0.750 0.058 -0.394 -0.144
C -0.312 -0.615 0.432 -0.227
O 0.230 -1.786 0.957 -0.100
H 0.756 -0.421 -1.411 0.134
H 0.577 1.090 -0.304 0.096
H -0.570 0.090 1.214 0.122
H -1.182 -0.737 -0.154 0.112
```

Results
HOMO level ... -9.5207 eV
Charge ... 0
Orbital gap ... 9.9 eV
Structure (SMILES) ... IC1=NCCO1
LUMO ... 0.37 eV

| no. | E (Eh) | M (u) |
| --- | --- | --- |
| 1 | -712.033237 | 293.9 |
| 2 | -469.061180 | 181.0 |
| 3 | -633.308708 | 223.0 |
| 4 | -544.357272 | 197.0 |